DFT (wB97M-V/def2-TZVPD) results for a 11-piece molecular cluster, C72H160Br3N8 overall at a distorted geometry.

Geometry as XYZ:
```
243
Properties=species:S:1:pos:R:3:mulliken_charge:R:1
C -3.835 -3.310 -2.858 -0.58
C -4.840 -2.376 -2.142 -0.72
C -6.273 -2.786 -2.457 -0.02
C -6.708 -2.510 -3.885 -1.06
N -7.983 -3.228 -4.258 0.20
C -8.460 -2.941 -5.658 -0.66
C -9.405 -4.051 -6.131 -0.59
C -9.127 -5.219 -5.134 -0.63
C -7.872 -4.751 -4.409 -0.54
C -9.092 -2.824 -3.277 -0.91
H -2.792 -3.051 -2.663 -0.21
H -3.914 -3.312 -3.945 0.22
H -3.922 -4.300 -2.411 0.39
H -4.609 -1.316 -2.258 0.39
H -4.669 -2.624 -1.092 0.28
H -6.899 -2.224 -1.759 0.39
H -6.404 -3.847 -2.247 0.26
H -5.978 -2.835 -4.636 0.32
H -6.767 -1.473 -4.225 0.46
H -9.008 -2.017 -5.847 0.30
H -7.616 -2.929 -6.349 0.40
H -10.436 -3.708 -6.136 0.38
H -9.154 -4.396 -7.132 0.31
H -10.045 -5.351 -4.560 0.30
H -9.056 -6.165 -5.666 0.41
H -7.748 -5.158 -3.408 0.42
H -6.992 -4.844 -5.042 0.39
H -9.976 -3.037 -3.871 0.50
H -8.919 -1.812 -2.936 0.29
H -9.084 -3.530 -2.450 0.34
C 3.280 1.400 3.816 -1.03
C 3.980 0.419 4.779 -0.66
C 3.023 -0.083 5.879 0.82
C 3.572 -1.325 6.548 -1.33
N 2.605 -1.966 7.518 0.19
C 2.242 -1.014 8.653 -0.55
C 1.847 -1.888 9.861 -0.41
C 2.416 -3.277 9.551 -0.91
C 3.288 -3.080 8.330 -0.32
C 1.320 -2.449 6.910 -0.30
H 3.883 1.418 2.907 0.44
H 3.257 2.393 4.277 0.54
H 2.217 1.206 3.652 0.03
H 4.940 0.866 5.048 0.47
H 4.329 -0.475 4.251 0.13
H 2.043 -0.109 5.399 -0.50
H 2.884 0.752 6.578 0.25
H 4.447 -1.056 7.143 0.25
H 3.884 -2.187 5.975 0.45
H 1.492 -0.300 8.326 -0.18
H 3.190 -0.534 8.895 0.55
H 0.766 -1.904 9.971 0.31
H 2.375 -1.455 10.707 0.38
H 1.616 -4.001 9.399 0.31
H 3.043 -3.735 10.315 0.45
H 3.540 -3.913 7.673 0.38
H 4.237 -2.614 8.604 0.41
H 0.597 -1.673 6.671 -0.13
H 0.870 -3.147 7.612 0.46
H 1.515 -3.002 5.991 0.13
C 0.027 7.343 -3.486 -1.25
C -0.167 5.938 -2.944 -0.26
C -0.463 5.906 -1.426 0.40
C 0.777 6.055 -0.571 -1.23
N 0.529 5.699 0.899 0.89
C 1.766 5.684 1.780 -1.17
C 1.784 4.460 2.692 -0.28
C 0.365 3.884 2.533 0.44
C -0.080 4.314 1.125 -1.16
C -0.456 6.683 1.517 -1.13
H 0.307 7.459 -4.532 0.41
H 0.747 7.885 -2.868 0.33
H -0.898 7.929 -3.443 0.23
H 0.700 5.318 -3.179 0.42
H -1.034 5.488 -3.427 -0.02
H -0.922 4.925 -1.296 -0.10
H -1.150 6.711 -1.153 0.35
H 1.250 7.032 -0.630 0.53
H 1.511 5.278 -0.803 0.30
H 1.719 6.645 2.289 0.42
H 2.654 5.780 1.154 0.39
H 2.005 4.796 3.700 0.44
H 2.518 3.801 2.236 0.19
H -0.347 4.157 3.311 -0.30
H 0.309 2.792 2.536 0.29
H -1.144 4.336 0.909 0.40
H 0.355 3.654 0.371 0.26
H -1.479 6.416 1.271 0.33
H -0.237 7.648 1.061 0.35
H -0.267 6.745 2.583 0.48
C -1.143 -0.523 -2.187 -1.08
C -0.909 0.204 -0.842 -0.29
C 0.521 0.126 -0.338 0.33
C 0.816 -1.356 -0.069 -0.82
N 2.254 -1.796 0.001 1.25
C 2.337 -3.268 0.389 -0.28
C 3.554 -3.367 1.315 0.09
C 4.229 -1.965 1.320 -0.85
C 3.093 -1.035 1.026 -0.20
C 2.890 -1.688 -1.359 -1.21
H -0.262 -0.214 -2.765 0.30
H -2.057 -0.250 -2.703 0.42
H -0.943 -1.589 -2.075 0.06
H -1.602 -0.178 -0.088 0.16
H -1.237 1.251 -0.890 0.21
H 0.643 0.630 0.626 -0.31
H 1.229 0.630 -1.006 0.31
H 0.253 -2.040 -0.704 0.05
H 0.469 -1.561 0.952 0.07
H 2.431 -3.864 -0.513 -0.26
H 1.443 -3.467 0.973 0.30
H 4.300 -4.140 1.142 0.35
H 3.243 -3.562 2.331 -0.07
H 5.057 -1.892 0.610 -0.09
H 4.672 -1.742 2.290 0.55
H 3.300 -0.065 0.574 0.29
H 2.437 -0.883 1.886 0.08
H 3.892 -2.100 -1.278 0.41
H 2.936 -0.669 -1.739 0.35
H 2.244 -2.269 -2.000 0.19
C 3.683 -5.217 -4.076 -0.40
C 3.390 -6.714 -4.080 -1.12
C 2.659 -7.169 -2.786 -0.30
C 3.421 -6.829 -1.535 0.36
N 2.870 -7.397 -0.251 0.28
C 3.633 -6.991 0.988 -0.27
C 2.653 -7.060 2.190 0.19
C 1.240 -6.999 1.506 -0.88
C 1.453 -6.879 0.026 0.31
C 2.740 -8.914 -0.347 -1.00
H 4.242 -4.993 -4.987 0.10
H 4.230 -5.013 -3.158 0.16
H 2.752 -4.670 -4.241 0.24
H 4.356 -7.237 -4.069 0.37
H 2.962 -7.049 -5.024 0.46
H 2.456 -8.226 -2.975 0.35
H 1.681 -6.678 -2.779 0.19
H 3.272 -5.768 -1.325 -0.62
H 4.455 -7.175 -1.557 0.35
H 4.499 -7.645 1.081 0.53
H 3.985 -5.971 0.852 -0.27
H 2.677 -7.962 2.795 0.40
H 2.907 -6.195 2.799 -0.47
H 0.595 -7.822 1.822 0.31
H 0.699 -6.217 2.045 0.41
H 0.759 -7.447 -0.581 0.66
H 1.484 -5.826 -0.258 -0.63
H 3.597 -9.325 -0.872 0.32
H 1.904 -9.160 -0.999 0.41
H 2.512 -9.195 0.677 0.44
C -3.918 1.661 1.652 -1.82
C -2.928 2.425 2.535 1.04
C -3.147 2.060 4.023 -0.86
C -2.046 2.628 4.883 -0.19
N -2.175 2.438 6.403 0.53
C -0.988 3.008 7.152 -0.57
C -0.535 1.886 8.092 -0.63
C -0.775 0.678 7.196 0.67
C -2.210 0.951 6.724 -1.18
C -3.481 3.012 6.915 -1.03
H -3.847 2.016 0.616 0.38
H -4.995 1.701 1.817 0.40
H -3.607 0.617 1.602 0.37
H -3.056 3.490 2.313 0.23
H -1.916 2.174 2.214 -0.64
H -3.000 0.977 4.077 0.31
H -4.177 2.274 4.298 0.39
H -2.018 3.724 4.892 0.56
H -1.073 2.248 4.575 -0.23
H -1.154 3.997 7.574 0.49
H -0.173 3.175 6.442 0.00
H -1.173 1.991 8.969 0.32
H 0.529 1.949 8.310 0.49
H -0.757 -0.324 7.620 0.77
H -0.112 0.675 6.328 -0.52
H -2.928 0.644 7.483 0.50
H -2.484 0.346 5.861 0.17
H -3.561 2.843 7.984 0.42
H -4.267 2.569 6.315 0.37
H -3.427 4.086 6.733 0.38
C -4.403 3.642 -4.630 -1.69
C -3.701 4.799 -3.943 -0.35
C -4.441 5.920 -3.241 0.33
C -5.257 6.735 -4.256 -0.94
N -6.063 7.896 -3.668 0.29
C -7.142 7.421 -2.725 -0.65
C -8.383 8.242 -3.035 -0.61
C -8.332 8.440 -4.572 -0.62
C -6.828 8.676 -4.749 -0.39
C -5.147 8.845 -2.914 -1.10
H -3.727 2.798 -4.766 0.50
H -4.785 3.848 -5.630 0.36
H -5.203 3.290 -3.967 0.32
H -3.004 5.202 -4.687 0.35
H -3.089 4.316 -3.173 0.08
H -3.667 6.527 -2.768 0.03
H -5.023 5.462 -2.435 0.34
H -6.059 6.172 -4.729 0.45
H -4.545 7.213 -4.926 0.37
H -6.826 7.359 -1.687 0.28
H -7.379 6.405 -3.054 0.41
H -8.313 9.266 -2.662 0.32
H -9.309 7.754 -2.746 0.40
H -8.911 9.303 -4.881 0.35
H -8.667 7.512 -5.033 0.33
H -6.540 9.723 -4.694 0.36
H -6.433 8.286 -5.688 0.30
H -4.654 8.317 -2.106 0.35
H -5.804 9.664 -2.640 0.49
H -4.376 9.167 -3.613 0.37
C 6.923 -3.706 -7.208 -1.08
C 7.926 -3.278 -6.103 -0.60
C 7.347 -2.175 -5.193 -0.08
C 8.076 -2.135 -3.858 -1.20
N 7.723 -0.963 -2.947 0.51
C 8.216 0.357 -3.576 -0.54
C 8.793 1.151 -2.393 -0.69
C 8.416 0.420 -1.107 -0.70
C 8.361 -1.030 -1.583 -0.67
C 6.213 -0.839 -2.749 -1.73
H 6.591 -2.878 -7.839 0.33
H 6.036 -4.087 -6.706 0.10
H 7.344 -4.443 -7.887 0.40
H 8.905 -3.001 -6.490 0.42
H 8.014 -4.221 -5.557 0.33
H 6.309 -2.468 -5.024 0.20
H 7.456 -1.232 -5.729 0.34
H 9.151 -2.106 -4.058 0.48
H 8.002 -2.999 -3.193 0.53
H 7.348 0.823 -4.033 0.31
H 8.931 0.053 -4.334 0.48
H 8.485 2.195 -2.340 0.34
H 9.876 1.193 -2.500 0.35
H 7.509 0.639 -0.544 0.27
H 9.223 0.548 -0.385 0.43
H 7.753 -1.769 -1.059 0.40
H 9.335 -1.513 -1.680 0.47
H 5.936 -1.864 -2.504 0.61
H 5.743 -0.629 -3.708 0.42
H 5.954 -0.062 -2.040 0.58
Br 0.179 -4.102 -2.395 -0.61
Br -0.229 -0.835 3.638 -0.63
Br 3.917 -4.875 4.745 -0.72
```

## Properties
Total charge: +5
Gap between HOMO and LUMO in Ha: 0.21373
LUMO energy in eV: -8.1965
HOMO energy in eV: -14.0